Entry 1:
This record from the OMol25 dataset describes a structure of composition C35H68AsLaN3OSbSi2 in a non-equilibrium geometry. The level of theory is ωB97M-V/def2-TZVPD.

CARTESIAN COORDINATES (ANGSTROEM)
La: 0.321 -0.643 0.592
C: -1.297 2.718 3.634
C: -0.969 1.333 3.280
O: -0.536 1.124 2.145
N: -1.035 0.489 4.310
C: -0.611 -0.927 4.305
C: -1.540 -1.890 3.554
C: -2.516 -2.561 4.287
C: -3.389 -3.379 3.654
C: -3.309 -3.625 2.325
C: -2.272 -2.975 1.646
N: -1.336 -2.161 2.240
H: -0.351 3.274 3.534
H: -1.697 2.802 4.644
H: -2.001 3.217 3.031
H: -1.481 0.755 5.122
H: -0.650 -1.257 5.294
H: 0.395 -1.186 4.015
H: -2.482 -2.473 5.339
H: -4.109 -3.868 4.224
H: -3.991 -4.299 1.770
H: -2.210 -3.159 0.611
C: 2.372 1.987 3.822
Si: 2.862 2.160 1.999
C: 1.682 3.451 1.377
C: 4.696 2.742 1.972
C: 2.610 0.564 0.994
C: 2.791 0.649 -0.431
C: 3.519 1.663 -1.106
C: 3.597 1.638 -2.446
C: 2.798 0.736 -3.153
C: 2.091 -0.191 -2.467
N: 2.030 -0.230 -1.127
Si: 3.768 -0.773 1.686
C: 5.272 -1.141 0.682
C: 2.590 -2.340 1.793
C: 4.174 -0.514 3.543
H: 1.966 2.975 4.130
H: 3.090 1.600 4.557
H: 1.498 1.316 3.747
H: 1.768 4.421 1.893
H: 0.714 3.119 1.495
H: 1.898 3.791 0.329
H: 5.102 2.856 3.005
H: 4.925 3.717 1.516
H: 5.356 1.921 1.585
H: 4.032 2.354 -0.527
H: 4.184 2.392 -2.971
H: 2.871 0.714 -4.205
H: 1.633 -1.009 -2.968
H: 5.102 -1.450 -0.364
H: 5.734 -2.120 1.062
H: 6.086 -0.370 0.699
H: 2.186 -2.500 0.769
H: 1.820 -2.082 2.589
H: 3.102 -3.259 1.993
H: 4.798 0.342 3.767
H: 4.760 -1.395 3.661
H: 3.216 -0.620 4.119
C: -3.130 -0.029 -4.432
C: -2.254 -0.399 -3.238
C: -0.996 -1.223 -3.718
C: -2.959 -1.506 -2.442
Sb: -1.771 1.115 -1.755
C: -1.113 2.820 -2.988
C: -0.348 3.787 -2.049
C: -2.206 3.491 -3.771
C: -0.126 2.249 -3.957
C: -3.621 1.454 -0.549
C: -3.559 2.960 -0.138
C: -4.880 1.188 -1.375
C: -3.478 0.590 0.696
H: -3.413 -0.945 -4.936
H: -2.730 0.635 -5.250
H: -4.032 0.449 -4.065
H: -1.315 -1.835 -4.524
H: -0.788 -1.974 -2.956
H: -0.188 -0.599 -3.969
H: -3.086 -2.417 -2.994
H: -3.875 -1.105 -1.966
H: -2.310 -1.834 -1.598
H: 0.616 3.428 -1.747
H: -0.927 4.171 -1.181
H: -0.172 4.616 -2.715
H: -2.960 3.863 -3.011
H: -2.651 2.953 -4.576
H: -1.809 4.397 -4.261
H: 0.705 1.898 -3.355
H: 0.185 3.015 -4.653
H: -0.588 1.465 -4.550
H: -3.487 3.516 -1.102
H: -2.639 3.187 0.451
H: -4.387 3.263 0.477
H: -5.038 1.908 -2.220
H: -5.789 1.312 -0.858
H: -4.867 0.317 -1.921
H: -2.491 0.838 1.124
H: -3.423 -0.490 0.424
H: -4.245 0.809 1.391
C: -0.836 -4.652 -1.741
As: 0.567 -3.582 -0.985
C: 2.068 -3.892 -2.202
C: 1.166 -5.059 0.151
H: -0.415 -5.660 -1.842
H: -1.376 -4.254 -2.628
H: -1.638 -4.691 -0.959
H: 2.224 -4.935 -2.485
H: 2.963 -3.613 -1.535
H: 2.051 -3.338 -3.140
H: 0.353 -5.398 0.861
H: 2.011 -4.888 0.761
H: 1.377 -5.801 -0.575

Forces on atoms 1 to 3 (eV/Å):
La 0.1 0.7 0.2
C 0.4 0.8 1.4
C -0.2 1.2 0.8

- Max |F|: 4.0 eV Å⁻¹
- Gap between HOMO and LUMO: 7.620 eV
- Net charge: +2
- E_HOMO: -0.4666 hartree


Entry 2:
This record from the OMol25 dataset describes a structure of composition C35H68Ge2N7O5Sr in a non-equilibrium geometry. The level of theory is ωB97M-V/def2-TZVPD.

CARTESIAN COORDINATES (ANGSTROEM)
Sr: -0.418 -0.432 1.474
C: -1.877 0.786 4.703
O: -0.810 0.637 3.770
C: 0.081 -0.412 4.120
C: 1.479 -0.188 3.404
O: 1.836 -1.048 2.297
C: 2.313 -2.366 2.596
C: 1.338 -3.189 3.393
O: 0.103 -3.249 2.696
C: -0.836 -4.011 3.448
H: -1.483 1.050 5.686
H: -2.504 1.589 4.325
H: -2.458 -0.138 4.781
H: 0.258 -0.407 5.197
H: -0.378 -1.372 3.858
H: 1.473 0.827 2.992
H: 2.265 -0.259 4.154
H: 2.448 -2.834 1.621
H: 3.289 -2.294 3.081
H: 1.745 -4.195 3.534
H: 1.178 -2.766 4.394
H: -0.447 -5.014 3.638
H: -1.053 -3.525 4.406
H: -1.751 -4.071 2.870
N: 0.891 3.329 1.948
C: -0.040 3.717 0.874
C: -0.265 5.216 0.734
C: -1.362 5.598 -0.265
C: -1.320 4.865 -1.616
N: -1.848 3.494 -1.615
C: -3.132 3.167 -1.506
N: -3.506 1.900 -1.510
N: -4.067 4.135 -1.474
C: -1.332 2.905 1.093
O: -2.332 3.429 1.587
O: -1.222 1.697 0.710
H: 0.526 3.670 2.833
H: 1.784 3.793 1.811
H: 0.401 3.337 -0.052
H: 0.682 5.676 0.433
H: -0.524 5.636 1.709
H: -1.295 6.667 -0.480
H: -2.321 5.427 0.225
H: -0.296 4.787 -1.981
H: -1.863 5.436 -2.373
H: -1.197 2.722 -1.599
H: -2.868 1.098 -1.498
H: -4.478 1.679 -1.388
H: -3.786 5.074 -1.263
H: -5.004 3.888 -1.209
C: 0.334 -3.174 -2.893
C: 1.211 -3.328 -1.653
Ge: 2.710 -2.055 -1.603
C: 4.171 -2.914 -0.584
C: 5.226 -1.995 0.016
C: 3.478 -1.578 -3.346
C: 3.630 -0.234 -3.358
Ge: 2.527 0.374 -1.828
C: 0.789 1.050 -2.468
C: 0.919 2.315 -3.319
C: 3.168 1.793 -0.611
C: 4.175 1.406 0.467
C: 4.376 0.557 -4.359
C: 4.314 1.949 -4.341
C: 5.006 2.715 -5.268
C: 5.785 2.095 -6.232
C: 5.869 0.708 -6.257
C: 5.178 -0.050 -5.329
H: -0.437 -3.947 -2.936
H: 0.930 -3.251 -3.804
H: -0.175 -2.211 -2.906
H: 1.662 -4.325 -1.627
H: 0.615 -3.240 -0.738
H: 4.632 -3.575 -1.324
H: 3.753 -3.584 0.172
H: 5.630 -1.316 -0.737
H: 6.064 -2.560 0.430
H: 4.812 -1.378 0.816
H: 3.855 -2.220 -4.140
H: 0.183 1.227 -1.572
H: 0.273 0.266 -3.021
H: 1.415 3.124 -2.771
H: -0.054 2.687 -3.654
H: 1.508 2.128 -4.218
H: 2.266 2.206 -0.147
H: 3.581 2.587 -1.240
H: 3.766 0.641 1.131
H: 4.453 2.266 1.081
H: 5.093 1.005 0.036
H: 3.712 2.444 -3.587
H: 4.938 3.794 -5.234
H: 6.329 2.687 -6.957
H: 6.484 0.218 -7.001
H: 5.268 -1.129 -5.354
N: -2.374 -0.732 -1.821
C: -1.511 -0.869 -1.054
C: -6.134 -4.288 1.051
C: -5.539 -3.059 0.379
N: -4.744 -2.227 1.284
C: -5.475 -1.304 2.146
C: -5.592 -1.768 3.595
C: -3.395 -2.289 1.337
C: -2.711 -3.293 0.454
N: -2.662 -1.529 2.100
H: -6.647 -4.910 0.317
H: -6.859 -4.012 1.817
H: -5.356 -4.890 1.523
H: -6.334 -2.429 -0.023
H: -4.926 -3.343 -0.472
H: -6.470 -1.189 1.719
H: -5.005 -0.317 2.090
H: -6.133 -2.712 3.659
H: -6.134 -1.026 4.183
H: -4.614 -1.918 4.055
H: -2.813 -3.010 -0.594
H: -3.130 -4.289 0.596
H: -1.649 -3.319 0.687
H: -3.232 -0.914 2.670

Forces on atoms 1 to 3 (eV/Å):
Sr -1.3 0.2 -2.0
C -0.1 0.0 -0.2
O 0.4 0.0 0.0

- Max |F|: 2.4 eV Å⁻¹
- Gap between HOMO and LUMO: 8.119 eV
- Net charge: +1
- E_HOMO: -0.3641 hartree


Computed relative energy (zero: lowest compared OMol25 entry of this formula, charge and spin) (kcal/mol) in order:
37.2 8.3
Computed total energy (eV) in order:
-127895.674 -171931.065